(1)
{"formula": "C10H19ClN2O", "method": "wB97M-V/def2-TZVPD", "smiles": "CN(C(=O)NCCCl)C1CCCCC1", "fmax_ev_per_a": 6.671, "homo_ev": -8.7047, "homo_lumo_gap_ev": 9.22, "e_above_lowest_kj_mol": 547.0, "elements": ["C", "C", "C", "H", "H", "C", "H", "N", "H", "H", "H", "H", "H", "H", "O", "C", "H", "H", "H", "H", "H", "N", "C", "H", "H", "H", "H", "H", "Cl", "C", "C", "C", "C"], "positions_angstrom": [[1.47337, -0.72145, 0.62978], [-3.16845, -0.17481, -0.46772], [-1.71066, 1.77651, -0.37911], [-2.92099, -0.09256, 1.51481], [-4.15348, -0.50195, -0.14861], [4.30251, 0.53757, -0.48900], [-1.63541, 1.68796, 1.87244], [2.43323, -1.23748, -0.26189], [-0.37922, -1.03139, -1.88318], [2.48510, -1.80181, -1.35718], [-2.26734, -1.65355, 0.93727], [-0.88270, -0.58368, 2.13450], [4.02613, 0.50716, -1.65002], [0.01619, 1.73657, 0.91948], [1.90971, -0.21125, 1.64467], [-1.03430, 1.47065, 0.88138], [-3.91355, 2.02992, -0.00749], [3.79453, -0.72559, 1.34252], [0.54223, -2.41594, -0.71656], [-1.38834, -1.96725, -0.54038], [-3.04435, -0.89136, -1.41576], [0.15919, -0.77778, 0.27009], [-3.11432, 1.36622, -0.57311], [4.44609, -1.69457, -0.20557], [-0.93308, 1.37364, -1.12494], [-3.47180, 1.72102, -1.70785], [3.55297, 1.48209, -0.10000], [-1.48901, 2.89083, -0.14460], [5.99391, 0.98044, -0.02399], [-0.23043, -1.62264, -0.86239], [-0.94642, -0.16221, 1.02418], [-2.29040, -0.54374, 0.74414], [3.83911, -0.74955, 0.14410]]}

***

(2)
{"formula": "C3H5NO2", "method": "wB97M-V/def2-TZVPD", "smiles": "NC(=O)CC=O", "fmax_ev_per_a": 0.484, "homo_ev": -9.9685, "homo_lumo_gap_ev": 10.72, "e_above_lowest_kj_mol": 41.2, "elements": ["C", "C", "N", "C", "O", "H", "H", "H", "H", "H", "O"], "positions_angstrom": [[-0.81848, 1.07663, 1.15159], [0.13770, -0.85665, -0.12655], [0.45370, -1.11227, -1.42515], [0.34279, 0.58892, 0.30842], [-0.25468, -1.71131, 0.64659], [0.46491, 1.27869, -0.53062], [1.25460, 0.61498, 0.91986], [0.28220, -2.04123, -1.77940], [0.64271, -0.37420, -2.08307], [-1.07837, 0.45066, 2.02618], [-1.42708, 2.08579, 0.89215]]}